# 1
A structure of composition C36H96O12 in a non-equilibrium geometry, computed with wB97M-V/def2-TZVPD.

```
! wB97M-V def2-TZVPD RIJCOSX def2/J DEFGRID3
* xyz 0 1
C 10.23771 24.04126 -15.77276
C 9.41586 23.09751 -14.84898
C 8.12213 22.67838 -15.47836
O 10.12934 21.94289 -14.72360
H 9.78644 25.03166 -15.71299
H 10.25647 23.72294 -16.81508
H 11.24518 24.24094 -15.40774
H 9.28267 23.50202 -13.84562
H 7.69816 21.77231 -15.04545
H 8.19050 22.49809 -16.55117
H 7.35419 23.42037 -15.25970
H 9.68631 21.33724 -14.12485
C 12.58311 21.35065 -17.88170
C 12.15046 22.42678 -18.89432
C 11.07151 23.46092 -18.45234
O 13.20302 23.21833 -19.34718
H 11.70017 20.73481 -17.71066
H 12.94154 21.79100 -16.95126
H 13.34277 20.72161 -18.34571
H 11.77744 21.90901 -19.77799
H 11.43789 24.28546 -17.84079
H 10.20931 23.02463 -17.94801
H 10.67622 23.92030 -19.35833
H 13.52886 23.74132 -18.61103
C 5.03448 19.44977 -15.12062
C 5.37792 19.35862 -16.60158
C 6.87413 19.36059 -16.87957
O 4.80363 18.18228 -17.06952
H 5.65398 20.25965 -14.73536
H 5.34715 18.54238 -14.60392
H 3.98371 19.64906 -14.91018
H 4.84010 20.18122 -17.07294
H 7.03337 19.23350 -17.95037
H 7.38085 18.55369 -16.35021
H 7.28309 20.30588 -16.52282
H 4.66128 17.62042 -16.30425
C 9.17744 23.62764 -22.81243
C 9.31444 23.32868 -21.30939
C 10.25401 22.14403 -21.05655
O 9.73381 24.41111 -20.59390
H 8.78100 22.73301 -23.29261
H 10.14440 23.84342 -23.26688
H 8.55746 24.45399 -23.16007
H 8.28774 23.08580 -21.03555
H 9.93881 21.24313 -21.58297
H 10.37041 21.89282 -20.00230
H 11.25283 22.39443 -21.41397
H 10.67752 24.45707 -20.76392
C 8.96096 25.11233 -17.89929
C 7.91500 25.37776 -19.02017
C 8.20805 26.60368 -19.86451
O 7.79397 24.20219 -19.79392
H 9.05918 25.89763 -17.14979
H 9.92233 25.04616 -18.40869
H 8.76550 24.19181 -17.34926
H 6.99411 25.51426 -18.45322
H 8.21141 27.52093 -19.27566
H 7.48490 26.74477 -20.66778
H 9.17631 26.53788 -20.36075
H 8.65227 24.12468 -20.21690
C 8.39627 21.60247 -19.45155
C 9.27589 20.70300 -18.56876
C 9.31635 21.01289 -17.05096
O 8.85046 19.35451 -18.79139
H 7.35867 21.42832 -19.16670
H 8.51229 21.30172 -20.49280
H 8.63564 22.66252 -19.36717
H 10.25370 20.98465 -18.95949
H 8.31635 21.02641 -16.61748
H 9.78604 21.97156 -16.83087
H 9.83113 20.24918 -16.46800
H 9.37187 19.09898 -19.55587
C 10.87820 18.62063 -16.41753
C 12.18888 17.83152 -16.30811
C 13.51069 18.47988 -16.83389
O 12.37774 17.53099 -14.94580
H 11.00752 19.65638 -16.10354
H 10.05399 18.18929 -15.84943
H 10.47076 18.67879 -17.42684
H 12.06981 16.87497 -16.81697
H 13.44657 18.64626 -17.90921
H 14.31297 17.77038 -16.63132
H 13.82212 19.40266 -16.34442
H 12.52176 18.36789 -14.49809
C 11.70552 19.54558 -20.80647
C 10.62347 18.49853 -20.62471
C 10.66737 17.77628 -19.35687
O 9.37713 19.20372 -20.64950
H 11.54703 20.36752 -20.10834
H 11.72459 19.98574 -21.80346
H 12.72773 19.22734 -20.60174
H 10.70946 17.75508 -21.41718
H 10.91415 18.30901 -18.43851
H 11.29983 16.89276 -19.44338
H 9.66460 17.44693 -19.08469
H 9.15483 19.27943 -21.58033
C 3.50910 21.01242 -20.83639
C 4.32306 21.66848 -19.76016
C 5.16204 20.79578 -18.94403
O 5.16255 22.59073 -20.44668
H 2.83233 20.23692 -20.47767
H 4.08363 20.66782 -21.69620
H 2.78919 21.74593 -21.19942
H 3.58033 22.17769 -19.14602
H 5.51685 21.30879 -18.05014
H 5.96482 20.36040 -19.53909
H 4.62690 19.92471 -18.56591
H 5.78651 23.01448 -19.85278
C 7.70049 19.65841 -12.95075
C 9.10421 19.98696 -13.43485
C 9.24964 19.87215 -14.91874
O 9.09463 21.38291 -13.12673
H 7.57203 18.58923 -13.11946
H 6.88798 20.12549 -13.50732
H 7.51545 19.83956 -11.89196
H 9.83655 19.49739 -12.79291
H 10.19609 20.31880 -15.22343
H 8.50673 20.40808 -15.50946
H 9.23504 18.81545 -15.18569
H 9.44188 21.54602 -12.24672
C 7.81058 21.23960 -21.99058
C 6.85017 20.26497 -22.63081
C 5.62032 20.95381 -23.29103
O 7.55103 19.56696 -23.70251
H 8.41424 20.64301 -21.30664
H 7.46019 22.11236 -21.43956
H 8.51785 21.55085 -22.75935
H 6.44309 19.62279 -21.84978
H 5.14398 21.57814 -22.53511
H 4.89655 20.22894 -23.66362
H 5.92780 21.54415 -24.15420
H 6.91998 19.19628 -24.32379
C 5.11672 18.48365 -20.54176
C 6.39697 17.59089 -20.73595
C 7.63928 18.06724 -19.91139
O 6.13752 16.22757 -20.37307
H 5.03109 18.67647 -19.47237
H 4.18665 17.97497 -20.79533
H 5.32057 19.45751 -20.98689
H 6.61726 17.56511 -21.80315
H 7.74975 19.13066 -20.12363
H 8.61166 17.60015 -20.06763
H 7.37416 17.98415 -18.85740
H 5.69884 16.21567 -19.51925
*
```

The total energy comes out at -63425.2052 eV. The HOMO energy comes out at -8.2538 eV. As for the frontier orbital gap: 8.65 eV. The calculation puts the relative energy (zero: lowest compared OMol25 entry of this formula, charge and spin) at 3353.5 kJ/mol. For the LUMO energy, the calculation gives 0.391 eV.

# 2
An isolated molecule of C5H6O2, computed with wB97M-V/def2-TZVPD.

```
! wB97M-V def2-TZVPD RIJCOSX def2/J DEFGRID3
* xyz 0 1
C -0.92624 -0.65856 -2.38250
C -0.24154 -0.44013 -1.41659
C 0.54232 -0.18246 -0.20464
C 0.15408 -1.20700 0.86256
O -0.94058 -1.22472 1.37230
C 0.26683 1.24201 0.37702
O 0.27330 1.25124 1.78360
H -1.54404 -0.86322 -3.22979
H 1.60935 -0.29570 -0.43230
H 0.93875 -1.92067 1.17625
H -0.68071 1.61681 -0.02815
H 1.06663 1.91549 0.05953
H -0.51815 0.76693 2.06270
*
```

The total energy comes out at -9374.4570 eV. The HOMO energy comes out at -9.9661 eV. As for the frontier orbital gap: 10.64 eV. The calculation puts the relative energy (zero: lowest compared OMol25 entry of this formula, charge and spin) at 254.6 kJ/mol. As for the SMILES: C#C[C@H](C=O)CO. For the LUMO energy, the calculation gives 0.675 eV.

# 3
A cluster of 9 separate species, C33H84O27S7 in total in a non-equilibrium geometry, computed with wB97M-V/def2-TZVPD.

```
! wB97M-V def2-TZVPD RIJCOSX def2/J DEFGRID3
* xyz 1 2
O -2.03167 1.17822 3.18726
S -1.09137 2.26546 3.46147
O -1.49884 3.55104 3.97091
O 0.14651 1.63043 4.34607
C 0.94186 2.47448 5.22256
C 2.29240 1.84638 5.62300
C -0.00702 2.42753 1.83552
H 0.29192 2.82752 6.02321
H 1.24824 3.36189 4.66872
H 2.88018 2.43328 6.32881
H 2.92997 1.75729 4.74341
H 2.04606 0.95014 6.19235
H 0.99003 2.80646 2.06002
H -0.58619 3.06211 1.16473
H 0.19261 1.39910 1.53455
O 1.71982 -3.12698 -0.16241
S 0.64539 -2.50440 0.59492
O 0.59739 -2.49801 2.06868
O 0.35834 -0.90759 0.13418
C 1.27589 -0.31350 -0.77693
C 0.26157 0.25326 -1.77399
C -0.92898 -3.15912 -0.02795
H 1.92734 -1.02551 -1.28363
H 1.86592 0.51121 -0.37715
H 0.87973 0.63709 -2.58556
H -0.42468 1.03075 -1.43833
H -0.49963 -0.47234 -2.06068
H -1.72557 -2.73916 0.58619
H -0.92767 -4.22615 0.19464
H -0.89230 -2.90698 -1.08775
O -5.27918 -6.12244 1.64795
S -3.84508 -6.11123 1.52390
O -3.14911 -5.11548 0.74272
O -3.33344 -6.19962 3.10073
C -1.96894 -5.78460 3.33370
C -1.71200 -5.77573 4.86673
C -3.26484 -7.71972 0.95659
H -1.96909 -4.77256 2.92886
H -1.33459 -6.49370 2.80184
H -1.52565 -6.74083 5.33785
H -2.48180 -5.25909 5.43997
H -0.80933 -5.17841 4.99520
H -3.51759 -7.74576 -0.10338
H -3.62431 -8.49783 1.62996
H -2.17649 -7.76517 0.91765
O 4.50639 4.83819 -5.09484
S 4.42611 4.45280 -3.69635
O 5.66469 4.45425 -2.92490
O 3.40148 5.41882 -2.82997
C 2.31552 6.09136 -3.38482
C 2.60529 7.34311 -4.26760
C 3.50197 2.87958 -3.46596
H 1.75430 6.58032 -2.58855
H 1.81890 5.36949 -4.03318
H 2.63022 7.08262 -5.32573
H 3.48029 7.94295 -4.01726
H 1.94451 8.19996 -4.13612
H 3.43130 2.64368 -2.40414
H 4.10461 2.09774 -3.92817
H 2.46169 2.87219 -3.79132
O -1.66886 -2.53470 7.04336
S -0.63685 -1.50615 6.73601
O -0.94474 -0.11746 7.14720
O 0.80560 -1.83317 7.29241
C 0.96051 -2.09778 8.71431
C 1.85439 -0.94477 9.17019
C -0.11568 -1.54721 4.92408
H 1.36617 -3.08484 8.93625
H 0.00035 -2.10356 9.23021
H 1.59865 -0.69161 10.19908
H 1.51525 -0.05039 8.64753
H 2.89707 -1.01767 8.86099
H -0.90745 -1.35500 4.20002
H 0.23778 -2.55151 4.69054
H 0.70695 -0.84125 4.81012
O 0.13999 3.79780 -4.65484
S -0.74915 3.74391 -3.47921
O -0.16041 3.48638 -2.17041
O -1.49610 5.23774 -3.42166
C -2.35913 5.62130 -2.35252
C -2.14299 7.19532 -2.03623
C -2.18586 2.68856 -3.98182
H -2.31690 5.08295 -1.40569
H -3.34908 5.38204 -2.74092
H -2.27043 7.81727 -2.92225
H -1.07438 7.38465 -1.93457
H -2.72952 7.44849 -1.15306
H -1.93423 1.63058 -4.05562
H -2.56052 3.15569 -4.89260
H -2.90747 2.90425 -3.19387
O 2.26112 -7.15041 -1.66482
S 1.92923 -7.72608 -0.39235
O 1.24665 -9.00262 -0.25313
O 3.31891 -7.73438 0.50273
C 4.33169 -8.49670 -0.15060
C 3.96776 -9.95291 -0.37622
C 1.19414 -6.46121 0.67887
H 5.26894 -8.46508 0.40498
H 4.47334 -8.03153 -1.12612
H 4.94262 -10.34522 -0.66576
H 3.30436 -10.06512 -1.23377
H 3.68952 -10.41981 0.56860
H 1.12884 -6.72434 1.73461
H 0.22122 -6.10430 0.34102
H 1.84851 -5.58967 0.66081
C -2.96880 1.02938 -0.25446
O -3.43825 2.00215 -1.13353
C -4.91000 1.84589 -1.36474
C -5.49345 2.67924 -2.47340
O -5.05183 2.35957 -3.75523
C -5.71317 2.79620 -4.94482
C -7.23039 2.37187 -5.00343
O -8.10737 3.23914 -4.27689
C -9.49734 2.92738 -4.30867
H -1.90046 0.94668 -0.05466
H -3.36261 0.02594 -0.41606
H -3.30375 1.38030 0.72164
H -5.31205 2.24651 -0.43417
H -5.26813 0.81789 -1.42015
H -5.50627 3.76915 -2.47787
H -6.53923 2.37210 -2.46219
H -5.14306 2.38304 -5.77692
H -5.64192 3.88373 -4.96214
H -7.45004 1.33695 -4.74117
H -7.69589 2.30257 -5.98660
H -9.84503 3.41169 -3.39618
H -9.71365 1.87722 -4.11249
H -10.06140 3.19308 -5.20273
C 3.50250 -0.43310 -4.93184
O 3.56261 -0.46456 -3.55743
C 4.88430 -0.59859 -3.11943
C 4.93299 -0.57554 -1.57108
O 4.65085 0.78783 -1.24470
C 4.68128 1.05352 0.25301
C 4.40071 2.45948 0.73040
O 3.07206 2.91666 0.28970
C 2.81993 4.30602 0.31892
H 2.43472 -0.48629 -5.14423
H 3.93002 -1.38656 -5.24208
H 4.05529 0.35601 -5.44157
H 5.54516 0.23240 -3.36605
H 5.27604 -1.52579 -3.53768
H 5.95083 -0.88542 -1.33427
H 4.19764 -1.21352 -1.08082
H 5.56976 0.65255 0.74081
H 3.90311 0.40935 0.66240
H 5.23020 3.03169 0.31493
H 4.60804 2.58837 1.79271
H 3.31546 4.67874 -0.57753
H 3.24730 4.84798 1.16256
H 1.74995 4.51129 0.28547
*
```

Its expectation value of S² is 0.755. The total energy comes out at -166690.4779 eV. The HOMO energy (alpha / beta) comes out at -11.3774 / -11.3774 eV. As for the frontier orbital gap (alpha / beta): 8.60 / 2.08 eV. For the LUMO energy (alpha / beta), the calculation gives -2.776 / -9.299 eV.